(1)
{
  "formula": "C2H12N3SZn",
  "method": "the ωB97M-V functional and the def2-TZVPD basis",
  "homo_energy_ev": [-0.1941, -0.5374],
  "charge": -1,
  "spin_multiplicity": 1,
  "species": ["C", "Zn", "N", "H", "H", "H", "H", "H", "H", "H", "H", "N", "C", "N", "S", "H", "H", "H", "H"],
  "coordinates": [[-0.28928, 0.95606, -2.84797], [0.00000, 0.00000, 0.00000], [0.53391, -0.85006, 1.80222], [1.38672, 0.71678, 0.06953], [0.39185, -0.17136, 2.56459], [0.21679, 0.19559, -2.23615], [0.40503, 1.48046, -3.51948], [-0.78249, 1.70433, -2.20061], [-0.90633, 0.33042, -3.62391], [0.02018, -1.70336, 2.06174], [1.53698, -1.08891, 1.80394], [-2.06360, 1.08989, 2.97651], [-2.27724, 0.62369, 1.65533], [-3.00684, -0.57002, 1.43146], [-1.68198, 1.46288, 0.39311], [-2.43399, 0.56386, 3.78083], [-1.53206, 1.95579, 3.14864], [-3.16551, -0.91743, 0.47442], [-3.38410, -1.10593, 2.22599]],
  "forces_ev_per_a": [[-0.451, -0.896, -1.941], [0.331, -0.505, -0.344], [0.080, -1.180, 1.712], [1.154, 0.619, -0.597], [-0.076, -0.168, -0.253], [0.110, 0.453, -0.342], [0.278, -0.064, 0.481], [-0.246, -0.728, -0.643], [0.317, 1.392, 1.799], [0.233, 0.488, -0.114], [-0.647, 0.184, -0.251], [-0.244, -0.673, 0.890], [-1.486, -0.969, 1.597], [-0.319, -0.139, 1.083], [0.240, 1.705, -1.971], [0.473, 0.641, -0.777], [-0.639, -1.134, -0.445], [0.480, 0.502, 1.107], [0.411, 0.472, -0.993]],
  "mulliken_charge": [-0.848, -0.797, -0.591, -0.101, 0.391, 0.141, 0.321, 0.044, 0.250, 0.332, 0.169, -0.392, 0.018, -0.364, -0.381, 0.120, 0.262, 0.282, 0.143]
}

(2)
{
  "formula": "C10H11IN2S",
  "method": "the ωB97M-V functional and the def2-TZVPD basis",
  "homo_energy_ev": -7.7881,
  "charge": 0,
  "relative_energy_kcal_mol": 17.6,
  "spin_multiplicity": 1,
  "smiles": "C=C1SC=C[C@H]1[C@@H]1C=NN/C1=C(/C)I",
  "species": ["C", "C", "C", "C", "C", "C", "C", "C", "C", "C", "N", "N", "S", "I", "H", "H", "H", "H", "H", "H", "H", "H", "H", "H", "H"],
  "coordinates": [[-0.85167, -2.12158, -0.53497], [0.08655, -1.25273, 0.30825], [1.08349, -0.30780, -0.43537], [2.39670, -0.25860, 0.25461], [-2.10663, -2.16177, -0.13625], [0.79730, 1.24650, -0.39319], [-0.80943, -0.65190, 1.47057], [-1.22614, 1.19526, -1.68966], [-0.28163, -0.02855, 2.52614], [-0.08905, 1.91146, -1.11274], [2.76993, 0.84745, 0.71848], [1.84323, 1.75262, 0.33721], [-2.44447, -1.13554, 1.25272], [-0.11314, 4.06342, -0.99287], [-0.48880, -2.74896, -1.36623], [0.71154, -2.00077, 0.81594], [1.25530, -0.62055, -1.41993], [2.91903, -1.17942, 0.37696], [-2.84148, -2.81974, -0.47857], [-2.14557, 1.69840, -1.48669], [-1.26922, 1.29297, -2.83006], [-1.22547, 0.12459, -1.38675], [-0.97980, 0.31919, 3.27248], [0.82113, 0.10534, 2.72485], [2.18832, 2.73069, 0.20507]],
  "forces_ev_per_a": [[0.943, 0.173, -0.595], [-0.615, -0.646, 0.412], [-1.204, 2.078, 1.797], [-0.115, -1.696, 0.236], [1.002, 0.879, 1.020], [0.998, -1.251, -0.718], [2.729, -0.378, -1.060], [-0.459, -0.164, -2.669], [0.332, -0.008, 0.080], [-0.102, 0.682, 0.871], [0.935, 0.075, -0.280], [0.115, 3.142, 0.456], [-1.410, 0.046, 0.080], [-0.028, -1.001, -0.177], [-0.070, 0.445, 0.518], [0.122, 0.145, 0.007], [-0.190, -0.574, -1.646], [0.698, -0.324, 0.466], [-1.135, -0.659, -0.578], [-0.860, 0.000, 0.880], [0.513, -0.521, 1.144], [-0.271, 0.912, -0.339], [0.176, 0.126, 0.349], [-1.454, -0.056, -0.606], [-0.650, -1.425, 0.351]],
  "mulliken_charge": [-0.970, 0.015, 0.194, -0.700, -0.240, -0.028, 0.288, -0.717, -0.858, -0.125, -0.760, 0.174, -0.201, -0.013, 0.310, 0.524, 0.628, 0.488, 0.508, 0.385, 0.273, 0.071, 0.305, 0.249, 0.201]
}